ORCA calculation (ωB97M-V/def2-TZVPD) on an isolated ion of composition C4H6NO and charge +1 in a non-equilibrium geometry.

- gap between HOMO and LUMO (eV) = 9.82
- HOMO level (eV) = -15.2

Geometry as ORCA input:
```
! wB97M-V def2-TZVPD RIJCOSX def2/J DEFGRID3
* xyz 1 1
O 1.32774 -1.57231 -0.13866
N -1.77924 -0.84035 0.19781
C -1.65401 0.54666 -0.23817
C 0.98735 -0.43783 -0.08948
C -0.50658 -0.08273 -0.09375
C 1.86955 0.75742 0.04632
H 2.77204 0.71984 -0.36892
H -2.03765 -1.47741 -0.48619
H 2.13654 0.79234 1.09514
H -2.28082 1.26501 -0.56305
H -2.13258 -1.17616 1.07320
H 1.29765 1.50551 -0.43425
*
```


ORCA calculation (ωB97M-V/def2-TZVPD) on an isolated ion of composition C6H12N and charge +1 in a non-equilibrium geometry.

- gap between HOMO and LUMO (eV) = 11.34
- HOMO level (eV) = -15.4

Geometry as ORCA input:
```
! wB97M-V def2-TZVPD RIJCOSX def2/J DEFGRID3
* xyz 1 1
N 0.90815 -0.61261 0.00385
C -0.03731 0.65872 -0.35005
C 0.52426 1.89871 0.24552
C 2.34672 -0.95083 -0.21847
C -2.49463 -0.35724 -0.29348
C -1.12685 -0.24283 0.28836
C -0.05937 -1.33788 0.44845
H 2.71541 -0.03452 0.33409
H -0.09050 2.68678 -0.28178
H -3.15700 0.50060 -0.29072
H 2.74650 -0.91426 -1.33466
H 2.68167 -1.84551 0.28419
H -3.03256 -1.22794 0.35927
H -2.35819 -0.69349 -1.30868
H 1.60542 2.06240 -0.06060
H -1.11946 -0.07133 1.42424
H -0.24264 -2.29525 0.93655
H 0.41103 2.08006 1.27932
H -0.22064 0.69645 -1.46540
*
```


ORCA calculation (ωB97M-V/def2-TZVPD) on a 10-piece molecular cluster, C39H68BN5O12 overall in a non-equilibrium geometry.

- gap between HOMO and LUMO (eV) = 8.04
- HOMO level (eV) = -8.0

Geometry as ORCA input:
```
! wB97M-V def2-TZVPD RIJCOSX def2/J DEFGRID3
* xyz 0 1
O 20.02432 7.54687 5.96808
O 20.49402 8.16032 -2.07307
O 19.61650 7.54436 3.75321
O 18.14438 6.19004 -0.21374
O 18.26773 6.47674 2.01742
O 15.37215 5.25435 4.37700
O 15.00354 6.18308 1.66504
O 17.12507 7.86877 6.12276
O 18.48077 8.80172 2.03959
O 17.27774 7.66278 3.88012
O 18.46974 9.11612 -0.19086
O 18.88885 7.62234 8.76197
N 18.20152 10.56651 7.53059
N 19.46529 12.95697 2.22321
N 24.94862 6.00416 6.02054
N 22.03531 8.13109 2.25919
N 13.57621 9.47109 10.03112
C 17.24598 12.64214 3.37246
C 15.49526 10.81096 2.86466
C 22.01421 7.97538 0.89564
C 22.85841 8.90972 0.35933
C 20.62569 11.31858 0.93814
C 19.28044 7.53982 5.03043
C 25.16893 5.94593 7.36883
C 19.56462 14.24114 2.98614
C 23.43163 9.64158 1.44104
C 15.37313 5.03086 0.90202
C 16.17058 4.22300 4.92565
C 14.82021 9.06348 10.42125
C 21.42032 7.80107 -4.27230
C 18.37531 8.41232 0.76866
C 19.66119 12.04755 0.00344
C 18.26030 12.74182 7.07222
C 23.74219 6.61252 5.77330
C 19.87268 15.34328 5.21801
C 20.82088 12.27255 2.10062
C 14.39994 3.88878 1.12616
C 19.13934 13.26508 0.78926
C 20.95742 7.17126 -2.98668
C 20.07092 7.11936 9.35344
C 17.75031 7.71812 5.10893
C 15.37060 2.93353 5.00191
C 14.65376 8.92829 8.18797
C 19.60135 12.25234 7.24592
C 20.03142 14.07750 4.40429
C 13.44430 9.34685 8.66852
C 15.53709 8.79569 9.28819
C 17.44625 11.65214 7.22606
C 24.10698 6.54530 7.99038
C 23.21145 6.98744 6.97779
C 16.17308 11.68797 3.92020
C 19.52693 10.91740 7.49288
C 20.86404 8.21566 10.04532
C 22.89321 9.13916 2.59779
C 18.20090 6.88339 0.75590
C 18.51365 11.99924 2.89125
B 18.40886 7.62836 2.90991
H 16.75490 13.24752 2.59911
H 19.67969 14.17777 0.55677
H 14.98349 2.61103 4.03960
H 23.96758 6.76230 9.03680
H 16.37390 11.58033 7.13826
H 15.07547 5.95357 2.60571
H 21.33628 7.24989 0.47632
H 15.00314 11.36266 2.06346
H 22.98697 9.10117 -0.69305
H 20.71280 6.58684 8.64259
H 19.05210 11.44711 3.66093
H 16.61882 11.01064 4.65665
H 14.60046 3.00046 5.76617
H 22.26823 8.45760 -4.05930
H 16.40718 4.71842 1.06926
H 21.73451 7.07960 -5.02532
H 14.73974 2.92144 0.75502
H 17.98914 13.74613 6.79484
H 18.57147 14.68200 2.97391
H 15.47413 12.27656 4.51625
H 21.27814 8.93261 9.33453
H 12.48510 9.53880 8.22039
H 20.64212 8.43650 -4.70069
H 21.06855 11.84973 3.06748
H 15.63569 6.10596 4.73897
H 22.28782 7.52271 7.11666
H 16.22780 10.13033 2.42697
H 20.10492 12.36073 -0.93969
H 18.29066 11.22275 2.15348
H 26.06545 5.52992 7.79453
H 16.57294 8.49540 9.25125
H 18.99032 7.60506 7.80455
H 13.44140 4.12191 0.65919
H 20.22374 6.37376 -3.13545
H 19.81448 6.33685 10.07640
H 16.07501 2.15735 5.32762
H 19.59088 7.94831 -1.81436
H 21.59538 11.12423 0.47387
H 20.62328 16.09680 4.94707
H 20.24606 14.89967 2.44829
H 20.30476 10.30901 1.18657
H 14.75205 10.19599 3.37406
H 19.47364 13.27580 4.89147
H 20.25736 8.71749 10.79661
H 17.40182 13.35853 4.18290
H 17.87005 9.61687 7.60096
H 18.79283 11.44465 -0.25402
H 20.16621 15.16982 6.25665
H 15.07060 9.06060 11.46801
H 21.50992 13.08159 1.85322
H 21.04710 13.67471 4.44089
H 23.06979 9.35523 3.63945
H 17.10559 4.08261 4.36947
H 20.24997 10.13661 7.66303
H 15.31244 5.39584 -0.12444
H 18.07415 13.38970 0.61747
H 21.79917 6.66471 -2.49331
H 20.50317 12.82390 7.09064
H 16.49576 4.47172 5.94363
H 12.79000 9.72607 10.60014
H 24.11250 10.46810 1.32365
H 21.48435 7.59929 2.91523
H 21.73430 7.76554 10.53690
H 23.43762 6.76438 4.75141
H 14.92082 8.74941 7.15778
H 18.88204 15.79071 5.17570
H 25.53101 5.61435 5.30277
H 14.20456 3.79104 2.19658
*
```


Record order is preserved below.
ΔE to the lowest compared entry with this formula, charge and spin: 2.992, 2.391, 0.000 eV
Record order is preserved below.
E_LUMO: -5.43, -4.10, 0.03 eV
Record order is preserved below.
Total energy: -7771.9054, -7897.6704, -74247.3915 eV